Below is a single C4H4O2 molecule in a non-equilibrium geometry, with properties calculated with wB97M-V/def2-TZVPD.

Computed properties:
HOMO level ... -10.50 eV
Frontier orbital gap ... 11.07 eV
E ... -305.1692 hartree
Structure (SMILES) ... C#CCOC=O
F_max ... 0.0555 hartree/bohr
Net charge ... 0
E_LUMO ... 0.57 eV
Energy relative to the best compared isomer or geometry (same formula, charge and spin) ... 289.5 kJ/mol
Spin multiplicity ... 1

Structure (XYZ):
```
10
Properties=species:S:1:pos:R:3:mulliken_charge:R:1
O -1.40629 0.23957 1.34351 -0.4938
C -1.34663 -0.56019 0.42753 0.2320
O -0.96484 -0.08695 -0.76508 -0.3074
C 0.01105 0.95595 -0.46004 -0.2080
C 1.04823 0.13807 0.17479 -0.2792
C 1.85306 -0.73491 -0.09879 -0.1574
H -1.73318 -1.59620 0.37061 0.3352
H 0.31366 1.25661 -1.45176 0.2476
H -0.24851 1.85572 0.11257 0.2864
H 2.47344 -1.46766 0.34665 0.3446
```


Below is a single C4H4O2S molecule in a non-equilibrium geometry, with properties calculated with wB97M-V/def2-TZVPD.

Computed properties:
HOMO level ... -7.51 eV
Frontier orbital gap ... 8.18 eV
E ... -703.4466 hartree
Structure (SMILES) ... Oc1ccc(S)o1
F_max ... 0.0518 hartree/bohr
Net charge ... 0
E_LUMO ... 0.66 eV
Energy relative to the best compared isomer or geometry (same formula, charge and spin) ... 119.1 kJ/mol
Spin multiplicity ... 1

Structure (XYZ):
```
11
Properties=species:S:1:pos:R:3:mulliken_charge:R:1
C -0.20135 -0.00444 -1.22362 0.4168
C 0.34547 -1.10976 -0.60752 -0.5381
C 0.35236 -0.81038 0.78034 -0.1575
C -0.03402 0.47601 0.86821 0.1173
H -0.71855 1.04977 -2.69086 0.3451
H 0.61445 -2.03048 -1.13971 0.3761
H 0.64346 -1.43581 1.62580 0.3874
H -0.00067 0.99211 3.17175 0.1162
O -0.38514 0.15600 -2.51511 -0.4848
O -0.45648 0.99475 -0.36058 -0.3453
S -0.15953 1.72224 2.09131 -0.2333
```


Below is 2 unconnected molecules or ions with the total composition C4H4O2S in a non-equilibrium geometry, with properties calculated with wB97M-V/def2-TZVPD.

Computed properties:
HOMO level (alpha / beta) ... -9.52 / -8.80 eV
Frontier orbital gap (alpha / beta) ... 8.96 / 6.86 eV
E ... -703.2077 hartree
F_max ... 0.0770 hartree/bohr
Net charge ... 0
E_LUMO (alpha / beta) ... -0.56 / -1.93 eV
Energy relative to the best compared isomer or geometry (same formula, charge and spin) ... 746.3 kJ/mol
Spin multiplicity ... 1

Structure (XYZ):
```
11
Properties=species:S:1:pos:R:3:mulliken_charge:R:1
C -0.81065 2.59229 -0.08754 0.1460
C -1.04357 1.38365 0.00873 -0.5377
C 2.00442 -0.90179 0.23260 -0.4218
C 1.06720 -1.63242 -0.24679 -0.2469
O -2.23301 -0.67781 -1.12290 -0.4877
O -2.27760 -0.69512 1.37373 -0.5176
S -1.57491 -0.35969 0.11762 0.8170
H -0.76585 3.61961 -0.32364 0.4094
H 3.14294 -1.14198 0.25441 0.2020
H 1.93506 0.09225 0.70465 0.2251
H 0.55598 -2.27899 -0.91087 0.4122
```


Below is a molecular structure, C4H4O2S in a non-equilibrium geometry, with properties calculated with wB97M-V/def2-TZVPD.

Computed properties:
HOMO level ... -8.53 eV
Frontier orbital gap ... 6.98 eV
E ... -703.2897 hartree
F_max ... 0.1626 hartree/bohr
Net charge ... 0
E_LUMO ... -1.55 eV
Energy relative to the best compared isomer or geometry (same formula, charge and spin) ... 530.9 kJ/mol
Spin multiplicity ... 1

Structure (XYZ):
```
11
Properties=species:S:1:pos:R:3:mulliken_charge:R:1
C -0.23896 -0.71789 -0.44717 0.3876
C 0.98912 -0.27417 0.33033 -0.3571
C 1.35798 0.91444 0.85032 -0.1679
C 0.45511 2.27655 1.05437 0.0647
H -0.60175 1.04643 -1.06620 0.5143
H 1.62778 -1.05763 0.62309 0.3650
H 2.36045 1.13883 1.38485 0.2745
H 0.46890 3.11665 2.15061 0.3048
O -1.15284 0.03469 -0.83815 -0.4988
O -0.19648 2.38784 -0.19170 -0.5449
S -0.52752 -2.30114 -0.34879 -0.3423
```


Below is a molecular structure, C4H4O2Tm in a non-equilibrium geometry, with properties calculated with wB97M-V/def2-TZVPD.

Computed properties:
HOMO level (alpha / beta) ... -26.19 / -25.70 eV
Frontier orbital gap (alpha / beta) ... 7.78 / 4.40 eV
E ... -1388.2997 hartree
F_max ... 0.1021 hartree/bohr
Net charge ... +4
E_LUMO (alpha / beta) ... -18.40 / -21.30 eV
Energy relative to the best compared isomer or geometry (same formula, charge and spin) ... 236.4 kJ/mol
Spin multiplicity ... 4

Structure (XYZ):
```
11
Properties=species:S:1:pos:R:3:mulliken_charge:R:1
C 0.43534 -0.75954 -2.70376 0.4224
O 0.89241 0.21021 -3.14269 0.0475
H 1.65903 0.76586 -3.44453 0.5306
C -0.40527 -1.31227 0.06486 -0.8123
C -0.50333 -0.12194 0.63586 0.3825
C -0.05177 1.03678 1.21889 0.4081
O -0.18614 1.39132 2.40323 -0.4924
Tm -0.51326 0.93335 4.62898 2.3829
H -1.32270 -1.86901 -0.16663 0.3912
H 0.49930 -1.91846 0.20216 0.4031
H -0.50360 1.64370 0.30362 0.3363
```


Below is a single C4H4O3 molecule, with properties calculated with wB97M-V/def2-TZVPD.

Computed properties:
HOMO level ... -9.72 eV
Frontier orbital gap ... 8.78 eV
E ... -380.4956 hartree
Structure (SMILES) ... CC(=O)C(=O)C=O
F_max ... 0.0154 hartree/bohr
Net charge ... 0
E_LUMO ... -0.94 eV
Energy relative to the best compared isomer or geometry (same formula, charge and spin) ... 135.0 kJ/mol
Spin multiplicity ... 1

Structure (XYZ):
```
11
Properties=species:S:1:pos:R:3:mulliken_charge:R:1
C 1.18899 1.05138 -0.38131 -1.0162
C -0.07142 0.30413 -0.70438 0.8293
O -0.39639 -0.08995 -1.80025 -0.5120
C -1.03292 -0.05609 0.40861 0.2922
O -1.77593 0.72308 0.94493 -0.4972
C -0.88559 -1.53817 0.74640 0.0250
O 0.07544 -2.09996 0.27749 -0.4264
H 0.98224 2.12840 -0.39860 0.2968
H 1.93844 0.81661 -1.14169 0.3257
H 1.58112 0.77306 0.60555 0.3182
H -1.60398 -2.01249 1.44326 0.3646
```


Below is 2 unconnected molecules or ions with the total composition C4H4O3 in a non-equilibrium geometry, with properties calculated with wB97M-V/def2-TZVPD.

Computed properties:
HOMO level (alpha / beta) ... -9.21 / -9.21 eV
Frontier orbital gap (alpha / beta) ... 8.93 / 8.93 eV
E ... -380.3611 hartree
F_max ... 0.0357 hartree/bohr
Net charge ... 0
E_LUMO (alpha / beta) ... -0.28 / -0.28 eV
Energy relative to the best compared isomer or geometry (same formula, charge and spin) ... 488.1 kJ/mol
Spin multiplicity ... 1

Structure (XYZ):
```
11
Properties=species:S:1:pos:R:3:mulliken_charge:R:1
O -0.42187 0.03867 -3.04130 -0.2659
C -0.17623 -0.13863 -1.92632 0.1340
O 1.26281 0.85761 -1.11557 -0.5773
C 1.30259 0.18151 0.02512 -0.0558
C -0.04850 -0.36524 0.37355 0.3566
C -1.30484 -0.01770 0.99564 -0.1462
O -0.43516 -1.16028 1.33969 -0.3784
H 1.35181 0.79620 0.96280 0.2099
H 2.06198 -0.61852 0.14480 0.2537
H -2.20530 -0.31497 0.47128 0.2448
H -1.38728 0.74135 1.77031 0.2245
```


Below is a single C4H4O3 molecule in a non-equilibrium geometry, with properties calculated with wB97M-V/def2-TZVPD.

Computed properties:
HOMO level (alpha / beta) ... -8.46 / -8.46 eV
Frontier orbital gap (alpha / beta) ... 6.93 / 6.93 eV
E ... -380.3663 hartree
Structure (SMILES) ... C=CC(=O)C(=O)O
F_max ... 0.1530 hartree/bohr
Net charge ... 0
E_LUMO (alpha / beta) ... -1.52 / -1.53 eV
Energy relative to the best compared isomer or geometry (same formula, charge and spin) ... 474.6 kJ/mol
Spin multiplicity ... 1

Structure (XYZ):
```
11
Properties=species:S:1:pos:R:3:mulliken_charge:R:1
C -0.74202 -0.70244 0.52408 0.5945
C 0.70571 0.44478 -0.48903 -0.3810
C 0.82171 -0.01977 0.89214 0.5529
C 0.00478 1.44731 -1.06722 -0.4569
O -0.52580 -2.02440 0.63882 -0.4501
O -1.85526 -0.23860 0.62210 -0.5475
O 1.71361 -0.38807 1.60171 -0.4309
H -1.39899 -2.43349 0.78944 0.3292
H 1.82888 0.30956 -0.71239 0.2569
H -1.06363 1.35296 -1.21284 0.2593
H 0.51101 2.25217 -1.58682 0.2735
```


Below is a single C4H4O3 molecule in a non-equilibrium geometry, with properties calculated with wB97M-V/def2-TZVPD.

Computed properties:
HOMO level ... -9.03 eV
Frontier orbital gap ... 9.25 eV
E ... -380.4205 hartree
Structure (SMILES) ... O=C=C(C=O)CO
F_max ... 0.1170 hartree/bohr
Net charge ... 0
E_LUMO ... 0.22 eV
Energy relative to the best compared isomer or geometry (same formula, charge and spin) ... 332.3 kJ/mol
Spin multiplicity ... 1

Structure (XYZ):
```
11
Properties=species:S:1:pos:R:3:mulliken_charge:R:1
C -0.23228 0.11918 0.56893 -0.3438
C -1.06341 0.48329 1.55725 0.6810
C 0.72209 1.23633 0.14436 -0.0772
C 0.14574 -1.30996 -0.61858 -0.4122
O 0.94590 2.12743 0.91736 -0.4984
O -1.71081 0.70948 2.49617 -0.3758
O 0.25561 -0.63285 -1.77294 -0.4756
H 1.12157 1.22408 -0.85435 0.4535
H -0.57986 -2.09053 -0.24968 0.2723
H 1.02438 -1.55373 -0.10498 0.3993
H -0.62894 -0.31272 -2.08354 0.3769
```


Below is a single C4H4O3 molecule in a non-equilibrium geometry, with properties calculated with wB97M-V/def2-TZVPD.

Computed properties:
HOMO level ... -9.62 eV
Frontier orbital gap ... 9.72 eV
E ... -380.4738 hartree
Structure (SMILES) ... CC(=C=O)C(=O)O
F_max ... 0.1048 hartree/bohr
Net charge ... 0
E_LUMO ... 0.09 eV
Energy relative to the best compared isomer or geometry (same formula, charge and spin) ... 192.3 kJ/mol
Spin multiplicity ... 1

Structure (XYZ):
```
11
Properties=species:S:1:pos:R:3:mulliken_charge:R:1
C -1.16035 0.20151 0.03131 0.0483
C -2.35062 0.65440 -0.15477 0.6660
C -1.20279 -1.39543 0.01596 0.3885
C 0.18409 1.03892 0.37782 -1.0293
O -2.10480 -1.94034 0.56158 -0.4789
O -3.46157 1.01056 -0.26079 -0.3779
O -0.28252 -2.35481 -0.64811 -0.5112
H 0.21536 1.09690 1.45281 0.3024
H 0.12917 2.07862 -0.16774 0.2945
H 1.11006 0.53741 0.16217 0.3353
H -0.48098 -3.24638 -0.14703 0.3622
```


energy relative to the best compared isomer or geometry (same formula, charge and spin) of number 2 (C4H4O2S)?
119.1 kJ/mol